Entry w
The following is a quantum chemistry calculation of 2 unconnected molecules or ions with the total composition C3H9NO2PS2, from the Open Molecules 2025 dataset.

```
18
Properties=species:S:1:pos:R:3:mulliken_charge:R:1
C 1.4356 0.3960 -0.2767 0.5482
C -0.9052 1.6773 0.8016 -1.3123
C -0.0639 0.4179 0.3632 0.1233
N 2.1444 1.4125 0.0004 -0.3029
O 1.6006 -0.4937 -1.0687 -0.6199
O -0.9446 -1.2130 -1.8968 -0.4904
P -0.6060 -1.1875 -0.3457 0.4318
S -2.3711 -1.6750 0.6608 -0.1782
S 0.4339 -2.9009 0.2956 0.0548
H -0.8494 2.4520 0.1483 0.3993
H -1.8824 1.3600 0.9461 0.4089
H -0.5472 2.0246 1.8032 0.3466
H 0.1046 -0.5213 1.8162 0.1815
H 1.9248 2.1370 0.6831 0.2237
H 3.0863 1.5486 -0.4102 0.2817
H -0.1028 -1.1843 -2.4256 0.4225
H -2.9878 -0.7964 -0.1074 0.2032
H 0.5302 -3.4537 -0.9875 0.2782
```

Properties
- spin multiplicity = 3
- LUMO (spin up / spin down) (eV) = -3.774 / -8.076
- E_HOMO (spin up / spin down) (eV) = -9.65 / -13.77
- total charge = +1

=====

Entry x
The following is a quantum chemistry calculation of a molecular structure, C3H9NO2PS2, from the Open Molecules 2025 dataset.

```
18
Properties=species:S:1:pos:R:3:mulliken_charge:R:1
C 1.3507 1.1008 1.0249 0.5429
C 2.1427 -1.0660 0.0432 -1.2338
C 1.6534 0.3457 -0.2643 -0.0912
N 2.0910 1.6081 1.9977 -0.3561
O 0.0012 1.1400 1.1071 -0.3968
O -0.8532 -1.0143 -0.3636 -0.5627
P -0.3377 0.3601 -0.4973 0.5199
S -1.6225 1.8127 -1.1417 -0.0530
S -4.6285 0.7604 1.0821 -0.1621
H 2.4223 -1.5818 -0.8203 0.3720
H 2.9577 -1.0760 0.6739 0.3604
H 1.3088 -1.5633 0.4666 0.3861
H 2.2351 0.9756 -0.9304 0.4192
H 3.1089 1.6955 2.1130 0.2522
H 1.5697 2.0036 2.8417 0.2953
H -4.9560 -0.3167 1.7954 0.2233
H -1.9877 0.9644 -2.0608 0.2894
H -3.3527 0.9117 1.7120 0.1952
```

Properties
- spin multiplicity = 3
- LUMO (spin up / spin down) (eV) = -3.312 / -8.639
- E_HOMO (spin up / spin down) (eV) = -9.58 / -12.87
- total charge = +1

=====

According to the calculations, the structures order from most to least stable as entry x, entry w.

=====

Entry w
The following is a quantum chemistry calculation of 2 unconnected molecules or ions with the total composition C2H4NO2S, from the Open Molecules 2025 dataset.

```
10
Properties=species:S:1:pos:R:3:mulliken_charge:R:1
C 1.0077 -0.3846 0.3997 -0.3482
C -1.8465 1.0375 -0.3007 -0.3508
N -2.1185 -0.2363 -0.6140 -0.2986
O 1.8413 -1.0732 1.4592 -0.3613
O 2.9639 -1.8551 -0.6161 -0.6295
S 1.6907 -1.9850 0.1403 0.3993
H 1.6887 0.4860 -0.1399 0.0212
H -0.6390 1.0468 -0.1380 0.1414
H -2.1706 1.1985 0.7840 0.1959
H -2.4177 1.7655 -0.9746 0.2306
```

Properties
- LUMO (eV) = 2.803
- E_HOMO (eV) = -2.69
- total charge = -1

=====

Entry x
The following is a quantum chemistry calculation of a gas-phase ion, C2H4NO2S (charge -1), from the Open Molecules 2025 dataset.

```
10
Properties=species:S:1:pos:R:3:mulliken_charge:R:1
C 0.6588 0.5950 -0.7282 -0.0843
C -0.7348 0.1486 -0.3807 -0.5927
N 0.5827 -1.7050 -1.2393 -0.3051
O -1.3450 -1.9767 1.5302 -0.7935
O 1.3838 -0.5364 -1.1744 -0.2729
S -0.7791 -1.5222 -0.4129 0.2513
H 0.6505 1.3648 -1.5326 0.1340
H 1.2159 1.0420 0.1282 0.1411
H -1.1739 -2.9176 1.5986 0.2141
H -1.2939 0.6582 0.3828 0.3081
```

Properties
- LUMO (eV) = 4.124
- E_HOMO (eV) = -2.56
- total charge = -1

=====

According to the calculations, the structures order from most to least stable as entry x, entry w.

=====

Entry w
The following is a quantum chemistry calculation of C18H27N3O2 in the gas phase, from the Open Molecules 2025 dataset.

```
50
Properties=species:S:1:pos:R:3:mulliken_charge:R:1
C -5.5787 -3.4880 0.3933 -1.3944
C -5.2230 -2.0069 0.3767 -0.0206
C -5.5639 -1.3588 -0.9632 -0.6305
C -5.2202 0.1308 -0.9862 -0.8539
N -3.8019 0.3594 -0.8320 -0.1148
C -3.2683 0.9981 0.2320 -0.0551
O -3.9365 1.4756 1.1237 -0.6866
C -1.7440 1.0841 0.1841 0.9143
C -1.1950 1.6315 1.4997 -1.2332
C 0.3320 1.5444 1.4905 -0.6616
N 0.8565 1.9650 0.2052 0.1360
C 2.0200 1.5107 -0.3554 0.6565
O 2.2830 1.7005 -1.5268 -0.7106
N 2.8501 0.8575 0.5282 -0.0526
C 4.0666 0.2251 0.2596 0.8564
C 4.8172 -0.2245 1.3434 -0.6287
C 6.0168 -0.8801 1.1443 -0.8314
C 6.5015 -1.1067 -0.1362 0.7752
C 7.7974 -1.8249 -0.3648 -1.3692
C 5.7453 -0.6554 -1.2118 -0.7325
C 4.5439 0.0003 -1.0282 -0.4481
C -0.0328 2.7666 -0.6050 -1.2862
C -1.2986 1.9873 -0.9844 -0.6453
H -5.3289 -3.9299 1.3547 0.3841
H -5.0332 -4.0225 -0.3819 0.3352
H -6.6433 -3.6265 0.2185 0.3387
H -5.7641 -1.4900 1.1712 0.3153
H -4.1560 -1.8866 0.5763 0.1375
H -5.0216 -1.8679 -1.7648 0.3246
H -6.6313 -1.4706 -1.1612 0.3549
H -5.7057 0.6459 -0.1544 0.3338
H -5.5583 0.5773 -1.9281 0.3485
H -3.1933 -0.0427 -1.5268 0.2774
H -1.3456 0.0734 0.0367 0.2430
H -1.5356 2.6580 1.6303 0.3039
H -1.5868 1.0523 2.3362 0.4100
H 0.6162 0.5010 1.6702 0.5384
H 0.7425 2.1649 2.3014 0.2128
H 2.6416 0.9448 1.5108 0.1604
H 4.4570 -0.0578 2.3502 0.3160
H 6.5829 -1.2191 2.0004 0.2864
H 7.6163 -2.7914 -0.8353 0.2982
H 8.4419 -1.2491 -1.0271 0.3425
H 8.3208 -1.9921 0.5734 0.3299
H 6.1050 -0.8211 -2.2172 0.3615
H 3.9756 0.3508 -1.8727 0.4679
H 0.5172 3.0554 -1.5015 0.4881
H -0.2938 3.6702 -0.0455 0.3495
H -2.0877 2.6998 -1.2312 0.4059
H -1.0990 1.3818 -1.8692 0.3526
```

Properties
- LUMO (eV) = 0.617
- E_HOMO (eV) = -8.04
- SMILES = CCCCNC(=O)C1CCN(C(=O)Nc2ccc(C)cc2)CC1

=====

Entry x
The following is a quantum chemistry calculation of C18H27N3O2 in the gas phase, from the Open Molecules 2025 dataset.

```
50
Properties=species:S:1:pos:R:3:mulliken_charge:R:1
C 6.3357 -0.7765 2.9870 -2.0068
C 5.8080 0.0616 1.8005 -0.4901
C 5.8770 -0.5400 0.4213 -0.3911
C 5.1306 0.1467 -0.6459 -0.8409
N 3.6789 0.3606 -0.4301 -0.0442
C 2.8395 -0.1211 -1.5084 -0.0589
O 3.1315 -0.8844 -2.3665 -0.5874
C 1.4755 0.1394 -1.0934 0.7689
C 1.0182 1.4156 -0.5379 -0.4134
C -0.2111 1.6216 -0.3024 -0.5934
C -1.3063 0.7670 -0.4149 1.1189
C -2.6351 0.6720 -0.5272 0.3757
O -3.6848 1.5068 -0.1298 -0.5660
C -3.4272 2.8363 0.7364 -0.4854
C -2.7602 2.6692 2.0448 -0.8472
N -2.9331 -0.4767 -0.7306 0.5215
C -4.3608 -1.1561 -0.6883 -0.6776
C -4.8688 -1.3308 0.6607 -0.2901
C -4.3233 -2.3468 1.3487 -0.0265
C -2.9292 -2.2689 1.7354 -1.1212
N -1.8872 -1.4786 -1.2638 -0.9295
C -0.9528 -0.4040 -1.1248 -0.2719
C 0.4365 -0.5902 -1.2812 -0.4111
H 6.3612 -0.4129 3.8995 0.5091
H 5.7958 -1.6379 2.8864 0.4573
H 7.1999 -0.9079 2.7280 0.5529
H 4.7701 0.2106 2.0553 0.2609
H 6.2609 0.9193 1.7828 0.6107
H 5.1977 -1.5899 0.4602 0.1767
H 6.7807 -1.0665 0.0749 0.4243
H 5.2837 -0.4240 -1.6217 0.3592
H 5.6142 1.2519 -0.7942 0.2923
H 3.3492 0.9755 0.2260 0.3096
H 1.9149 2.3416 -0.5718 0.1754
H -0.5279 2.8253 0.1011 -0.0657
H -2.5979 3.1182 -0.0484 0.2831
H -4.2198 3.4462 0.5839 0.5597
H -2.6147 3.5752 2.6071 0.3522
H -1.8348 2.1484 1.7223 0.2540
H -3.3939 2.0516 2.5979 0.2982
H -5.0292 -0.3235 -1.2979 0.2800
H -4.1143 -2.1606 -1.1445 0.3245
H -5.9742 -1.4372 0.7126 0.2607
H -4.8024 -0.3174 1.1634 0.1454
H -4.9294 -2.3966 2.3137 0.2057
H -4.3613 -3.3637 0.6300 0.1340
H -2.7689 -1.2508 2.4000 0.1316
H -2.2324 -2.3859 0.9992 0.4174
H -2.6385 -3.1013 2.5523 0.3077
H 0.6437 -1.6859 -1.4350 0.2509
```

Properties
- LUMO (eV) = 0.511
- E_HOMO (eV) = -8.20
- SMILES = CCCCNC(=O)c1ccc2c(OCC)n(CCCC)nc2c1

=====

Entry y
The following is a quantum chemistry calculation of C18H27N3O2 in the gas phase, from the Open Molecules 2025 dataset.

```
50
Properties=species:S:1:pos:R:3:mulliken_charge:R:1
C 0.6033 4.1405 -2.8584 -1.6649
C 0.0317 3.0467 -1.9537 0.3565
C -0.4456 3.6592 -0.6277 -1.1923
N 0.9823 1.9560 -1.8361 0.0942
C 2.3019 2.2808 -1.3292 -0.6540
C 3.0741 1.0273 -0.8996 -0.6200
N 2.7326 -0.0831 -1.7551 -0.0838
C 1.4549 -0.3953 -2.0114 -0.2202
O 1.1129 -1.3961 -2.6110 -0.7006
C 0.4629 0.6559 -1.5062 0.0011
C 0.1404 0.4108 0.0062 -0.6527
C 0.7376 -0.8888 0.5163 0.0383
O 1.7034 -0.9155 1.2592 -0.7212
N 0.1046 -1.9928 0.0845 0.2437
C 0.5530 -3.3293 0.3931 -0.8559
C -0.5924 -4.2056 0.8962 -0.6312
C -1.1180 -3.7714 2.2701 -1.2687
C -1.7207 -2.3942 2.2595 0.7669
C -2.8702 -2.1340 1.5219 -0.2290
C -3.4246 -0.8671 1.4976 -0.6592
C -2.8405 0.1601 2.2201 -0.4970
C -1.7028 -0.0912 2.9679 -0.5799
C -1.1485 -1.3589 2.9870 -0.2237
H 1.0149 3.6983 -3.7614 0.3969
H -0.1850 4.8341 -3.1391 0.4757
H 1.3846 4.6992 -2.3502 0.3446
H -0.8428 2.6190 -2.4596 0.3222
H -1.1316 4.4761 -0.8365 0.4856
H 0.3902 4.0588 -0.0583 0.2631
H -0.9653 2.9237 -0.0205 0.1762
H 2.2668 2.9725 -0.4746 0.2633
H 2.8521 2.7767 -2.1379 0.4895
H 4.1458 1.2159 -0.9775 0.4975
H 2.8502 0.7673 0.1418 0.1531
H 3.4429 -0.7516 -2.0119 0.2922
H -0.4553 0.5146 -2.0864 0.7021
H -0.9390 0.3879 0.1583 0.2090
H 0.5588 1.2206 0.6025 0.4766
H -0.6027 -1.9059 -0.6278 0.3649
H 1.3297 -3.2294 1.1548 0.3793
H 0.9932 -3.7795 -0.5049 0.2735
H -1.4032 -4.1830 0.1651 0.3827
H -0.2332 -5.2341 0.9653 0.4068
H -0.2977 -3.8025 2.9892 0.3845
H -1.8769 -4.4906 2.5915 0.3610
H -3.3396 -2.9326 0.9643 0.3837
H -4.3172 -0.6807 0.9173 0.4005
H -3.2736 1.1499 2.2032 0.4367
H -1.2432 0.7037 3.5368 0.3794
H -0.2551 -1.5422 3.5652 0.2530
```

Properties
- LUMO (eV) = 0.776
- E_HOMO (eV) = -8.16
- SMILES = CC(C)N1CCNC(=O)[C@H]1CC(=O)NCCCc1ccccc1

=====

Entry z
The following is a quantum chemistry calculation of C18H27N3O2 in the gas phase, from the Open Molecules 2025 dataset.

```
50
Properties=species:S:1:pos:R:3:mulliken_charge:R:1
C -7.2494 -1.7439 0.5216 -1.6332
C -6.2115 -0.8570 -0.3690 -0.3489
C -6.0553 0.6187 0.2546 -0.5624
C -5.3995 1.3952 -0.4895 -0.6908
N -4.0589 0.9244 -0.4472 -0.1410
C -2.9931 1.6947 -0.0605 0.2248
O -3.2080 2.7015 0.6301 -0.6696
C -1.5887 1.0008 -0.1113 0.8390
C -1.5164 -0.4147 -0.0947 -1.8421
C -0.2200 -1.1146 -0.2567 -1.0625
C 0.8172 -0.1673 -0.2650 0.8847
C 2.2609 -0.3196 -0.6584 -0.4201
O 3.0735 -1.3503 -0.7888 -0.4050
C 2.5003 -2.5572 -0.3278 -0.4609
C 2.3413 -2.8245 1.0451 -1.1420
N 2.8345 1.0174 -0.4920 1.6085
C 4.1373 1.1966 -0.5054 -1.3159
C 4.9325 1.0078 0.8125 -0.2811
C 6.3672 1.6129 0.6855 -0.6431
C 7.2159 0.6197 -0.2822 -1.0708
N 1.9403 1.7231 -0.5054 -1.4033
C 0.6327 1.3903 -0.4051 0.0581
C -0.5903 2.0697 -0.1268 -1.1979
H -8.1585 -1.4455 0.5422 0.5920
H -7.3668 -2.6283 -0.1369 0.3298
H -7.0510 -1.8173 1.4961 0.5072
H -5.2315 -1.3944 -0.4513 0.2660
H -6.6742 -0.8386 -1.3365 0.2809
H -5.7192 0.3873 1.2483 0.2958
H -7.1762 0.8016 0.2466 0.2803
H -5.3784 2.3258 -0.0398 0.4358
H -5.8532 1.6397 -1.6265 0.2385
H -3.8549 0.2031 -1.1475 0.3464
H -2.2504 -0.8813 -0.1484 1.3211
H -0.2122 -1.9821 -0.2272 1.0380
H 1.7296 -2.9984 -1.0898 0.3693
H 3.4474 -3.1455 -0.8890 0.3003
H 1.5315 -2.2079 1.5538 0.3097
H 3.2576 -2.6444 1.3250 0.5054
H 2.0774 -3.9370 1.0942 0.2893
H 4.5470 0.7011 -1.2686 0.6565
H 4.3748 2.1957 -0.7791 0.4395
H 4.8435 0.0133 1.2895 0.2177
H 4.3256 1.6707 1.4987 0.3359
H 6.4495 2.7458 0.4482 0.3397
H 6.7599 1.4635 1.5880 0.4140
H 8.3185 0.9814 -0.0228 0.2978
H 6.9554 0.6272 -1.2248 0.4352
H 7.1268 -0.4712 0.1189 0.2330
H -0.7806 3.0121 0.1747 0.6009
```

Properties
- LUMO (eV) = 0.203
- E_HOMO (eV) = -6.84
- SMILES = CCCCNC(=O)c1ccc2c(OCC)n(CCCC)nc2c1

=====

According to the calculations, the structures order from most to least stable as entry w, entry y, entry x, entry z.

=====

Entry w
The following is a quantum chemistry calculation of 3 unconnected molecules or ions with the total composition CH2NO2S2, from the Open Molecules 2025 dataset.

```
8
Properties=species:S:1:pos:R:3:mulliken_charge:R:1
C 3.7934 -0.3517 0.0809 0.2225
N 2.5985 -0.3308 0.1345 -0.1757
O -0.1976 -0.5763 0.3656 -0.6316
O -2.1788 -1.6380 -0.5786 -0.5211
S 5.3628 -0.3922 -0.0236 -0.4274
S -1.6838 -0.7062 0.4655 0.1180
H -2.2559 0.9397 -0.2656 -0.0735
H 1.5840 -0.3181 0.0857 0.4887
```

Properties
- LUMO (eV) = 2.938
- E_HOMO (eV) = -3.80
- total charge = -1

=====

Entry x
The following is a quantum chemistry calculation of a gas-phase ion, CH2NO2S2 (charge -1), from the Open Molecules 2025 dataset.

```
8
Properties=species:S:1:pos:R:3:mulliken_charge:R:1
N -0.0950 0.0218 0.4649 -0.6982
S 1.7837 0.4639 0.4108 0.8821
O 2.3107 -0.0307 1.6661 -0.6308
O 1.7143 1.9187 0.2493 -0.6095
C 3.2185 0.3817 -0.9613 -0.1281
S 2.7036 0.1938 -2.4361 -0.3356
H -0.5939 0.8398 0.5427 0.2577
H -0.0231 -0.2825 -0.4509 0.2624
```

Properties
- LUMO (eV) = 3.438
- E_HOMO (eV) = -3.51
- SMILES = N[S@](=O)([O-])=C=S
- total charge = -1

=====

According to the calculations, the structures order from most to least stable as entry w, entry x.